Below is a single C5H7FN2 molecule at a distorted geometry, with properties calculated with ωB97M-V/def2-TZVPD.

Last column: natural (NBO) charge in e.
Cartesian coordinates (Å):
F: -3.08 0.21 0.08  -0.3406
N: 1.36 0.25 -0.74  -0.4436
N: -0.47 1.45 0.33  -0.4038
C: 0.66 1.44 -0.34  0.2351
C: -1.92 -0.31 -0.42  0.0567
C: 0.42 -0.68 0.06  -0.1192
C: -0.78 0.10 0.46  -0.1606
C: 1.90 -0.45 0.39  -0.2403
H: -1.76 -0.23 -1.50  0.1793
H: 2.35 0.04 1.36  0.2294
H: 1.38 2.40 -0.40  0.1932
H: 2.62 -1.41 0.05  0.2203
H: -0.81 -0.01 1.59  0.2310
H: 0.02 -1.44 -0.63  0.2093
H: -1.87 -1.36 -0.30  0.1537

Results
- ΔE to the lowest compared entry with this formula, charge and spin: 95.6 kcal/mol
- Gap between HOMO and LUMO: 10.44 eV
- Structure (SMILES): FC[C@@H]1N=CN2C[C@@H]12
- LUMO energy: 0.0275 Ha
- Molar mass: 114.12 g mol⁻¹
- E_HOMO: -9.7 eV



Below is a molecular structure, C19H43N2O2P3Sn at a distorted geometry, with properties calculated with ωB97M-V/def2-TZVPD.

Last column: Löwdin charge in e.
Cartesian coordinates (Å):
Sn: -0.74 0.41 0.74  1.0884
P: 1.01 -0.41 2.56  0.7818
P: 1.42 -2.53 -0.73  0.7848
P: -2.37 -1.64 0.68  0.7657
O: 2.33 0.27 -3.20  0.0674
O: -1.67 1.74 2.34  -0.1656
N: -2.80 2.29 4.24  0.2189
N: -1.74 3.95 3.05  0.0634
C: -0.90 4.51 2.00  -0.0295
C: -2.05 2.65 3.16  -0.5242
C: 1.42 0.95 -3.78  -0.3165
C: 0.34 0.57 -4.60  0.0916
C: 0.19 1.28 -5.79  0.0714
C: 3.01 -1.60 -0.73  -0.2998
C: 2.04 2.79 -5.24  0.1148
C: -3.99 -1.15 1.33  -0.1989
C: 1.11 -2.57 -2.53  -0.2784
C: 0.43 0.00 4.24  -0.2026
C: -1.79 1.53 -0.56  -0.2606
C: 1.08 2.33 -6.12  0.0681
C: 1.59 -2.12 2.75  -0.2098
C: -0.38 1.94 -0.49  -0.2520
C: -1.86 -3.09 1.65  -0.2193
C: 2.12 -4.22 -0.52  -0.2490
C: 2.51 0.59 2.37  -0.2075
C: 2.07 2.31 -3.86  -0.0539
C: -2.70 -2.29 -0.99  -0.2071
H: 3.15 0.18 1.57  0.0493
H: -0.13 -0.85 4.65  0.0757
H: 0.03 -2.69 -2.70  0.0191
H: 2.50 -4.59 -1.48  0.0622
H: 0.26 1.69 -1.35  0.0609
H: 1.77 3.01 -3.07  0.1668
H: -0.63 5.52 2.32  0.1175
H: 3.56 -1.84 -1.65  0.0681
H: 2.24 1.63 2.11  0.0599
H: -4.77 -1.73 0.81  0.0852
H: -0.24 0.88 4.22  0.0326
H: 2.92 -4.22 0.23  0.0549
H: 3.62 -1.88 0.14  0.0457
H: -2.55 2.21 -0.14  0.1064
H: -2.14 4.56 3.75  0.1722
H: -3.14 2.99 4.88  0.1453
H: -3.05 1.33 4.35  0.1250
H: 2.17 -2.20 3.68  0.0986
H: -4.04 -1.34 2.41  0.0756
H: -0.92 -3.50 1.28  0.0346
H: 0.01 3.93 1.86  0.0788
H: 1.46 -1.63 -3.00  0.0074
H: -0.27 -0.28 -4.31  0.1380
H: 2.81 -0.52 -0.71  0.0118
H: 1.64 -3.43 -2.97  0.0632
H: 2.23 -2.43 1.91  0.0180
H: -1.74 -2.80 2.71  0.0620
H: 2.92 1.62 -3.48  0.1703
H: -2.65 -3.85 1.58  0.0958
H: -1.44 4.58 1.05  0.0980
H: -3.58 -2.94 -0.93  0.0899
H: 3.06 0.60 3.32  0.0864
H: -2.14 1.04 -1.47  0.0927
H: 2.73 3.59 -5.50  0.1613
H: 1.31 -4.89 -0.18  0.0461
H: -1.84 -2.86 -1.37  0.0422
H: -0.61 1.01 -6.48  0.1542
H: 1.30 0.22 4.87  0.0871
H: -4.16 -0.08 1.15  0.0584
H: 0.73 -2.81 2.81  0.0463
H: -0.14 2.92 -0.06  0.0758
H: 0.98 2.80 -7.10  0.1595
H: -2.91 -1.46 -1.68  0.0597

Results
- ΔE to the lowest compared entry with this formula, charge and spin: 111.2 kcal/mol
- Net charge: +4
- Gap between HOMO and LUMO (alpha / beta): 5.46 / 4.75 eV
- LUMO energy (alpha / beta): -0.5043 / -0.5302 Ha
- Molar mass: 543.20 g mol⁻¹
- E_HOMO (alpha / beta): -19.2 / -19.2 eV



Below is a single C4H5NS molecule at a distorted geometry, with properties calculated with ωB97M-V/def2-TZVPD.

Last column: natural (NBO) charge in e.
Cartesian coordinates (Å):
S: -0.60 0.74 0.33  0.4060
N: 0.99 -0.09 -2.54  -0.3341
C: 0.91 -1.51 -0.24  -0.3754
C: 0.02 -0.77 0.53  -0.3782
C: -1.25 1.18 1.92  -0.7517
C: 1.18 -0.78 -1.54  0.2404
H: 1.20 -2.55 0.07  0.2620
H: -1.70 2.09 1.95  0.2364
H: -0.23 1.44 2.47  0.2223
H: 0.06 -1.26 1.58  0.2372
H: -1.81 0.39 2.44  0.2350

Results
- ΔE to the lowest compared entry with this formula, charge and spin: 53.1 kcal/mol
- Gap between HOMO and LUMO: 9.07 eV
- Structure (SMILES): CS/C=C\C#N
- LUMO energy: 0.0155 Ha
- Molar mass: 99.16 g mol⁻¹
- E_HOMO: -8.7 eV



Below is 2 unconnected molecules or ions with the total composition CH7N3 at a distorted geometry, with properties calculated with ωB97M-V/def2-TZVPD.

Last column: natural (NBO) charge in e.
Cartesian coordinates (Å):
N: 0.70 1.86 -1.89  -0.6993
N: -2.22 -3.09 2.23  -1.1177
N: 1.14 0.37 -0.27  -0.8719
C: 0.88 1.77 -0.66  0.2793
H: 1.14 -0.24 -1.09  0.3892
H: -1.95 -2.60 1.33  0.3811
H: 0.79 2.49 0.17  0.1678
H: -3.20 -3.19 2.27  0.3593
H: 0.51 2.78 -2.28  0.3494
H: -1.74 -3.94 2.57  0.3770
H: 1.81 0.07 0.48  0.3858

Results
- ΔE to the lowest compared entry with this formula, charge and spin: 20.0 kcal/mol
- Gap between HOMO and LUMO: 10.28 eV
- Structure (SMILES): [H]/N=C/N.N
- LUMO energy: 0.0392 Ha
- Molar mass: 61.09 g mol⁻¹
- E_HOMO: -9.2 eV



Below is 3 unconnected molecules or ions with the total composition C7H16O2 at a distorted geometry, with properties calculated with ωB97M-V/def2-TZVPD.

Last column: natural (NBO) charge in e.
Cartesian coordinates (Å):
O: 0.88 2.87 -1.11  -0.9582
O: -1.79 2.81 -1.69  -0.9379
C: -1.59 -1.08 1.21  -0.2013
C: -0.65 -1.70 0.27  -0.0383
C: -0.97 -2.59 -0.68  -0.3791
C: 1.26 0.00 0.38  -0.3955
C: -2.20 0.09 1.23  -0.3806
C: 2.74 -0.07 0.05  -0.6198
C: 0.81 -1.51 0.57  -0.4260
H: 0.59 2.82 -0.20  0.4567
H: 3.14 0.96 0.02  0.2188
H: 0.96 0.48 1.31  0.2006
H: 1.21 -1.82 1.54  0.2075
H: 0.71 0.39 -0.48  0.2115
H: -2.00 -2.53 -1.03  0.1951
H: -2.37 2.61 -0.95  0.4802
H: -1.57 1.92 -2.03  0.4810
H: 3.41 -0.59 0.75  0.2035
H: 0.00 2.97 -1.55  0.4841
H: 1.49 -2.03 -0.11  0.2059
H: -0.25 -3.21 -1.17  0.2049
H: -2.01 -1.70 1.99  0.2119
H: 2.96 -0.47 -0.94  0.2093
H: -1.85 0.92 0.63  0.1630
H: -2.89 0.44 2.01  0.2028

Results
- ΔE to the lowest compared entry with this formula, charge and spin: 65.4 kcal/mol
- Gap between HOMO and LUMO: 9.98 eV
- Structure (SMILES): C=CC(=C)CCC.O.O
- LUMO energy: 0.0194 Ha
- Molar mass: 132.20 g mol⁻¹
- E_HOMO: -9.5 eV



Below is a molecular structure, CH14Ba3O10 at a distorted geometry, with properties calculated with ωB97M-V/def2-TZVPD.

Last column: natural (NBO) charge in e.
Cartesian coordinates (Å):
Ba: -3.18 -2.80 1.04  1.9769
Ba: -0.64 3.85 -4.91  1.9784
Ba: -2.72 4.39 1.47  1.9496
O: -2.17 0.94 -0.22  -1.0091
O: -0.43 -0.24 -0.73  -0.8398
O: -1.46 -0.75 3.93  -0.9775
O: 3.39 -0.99 0.08  -0.9387
O: 1.21 -3.11 -2.75  -0.9387
O: 2.78 1.62 -3.17  -0.9732
O: -0.48 1.90 -1.11  -0.9678
O: 0.62 -4.12 1.97  -0.9867
O: 3.04 2.78 0.63  -0.9375
O: -6.36 1.35 0.85  -0.9523
C: -1.02 0.84 -0.75  0.9052
H: 1.26 -3.43 1.82  0.4864
H: -5.67 0.98 0.29  0.4580
H: 3.40 -0.26 0.70  0.4773
H: -7.17 1.00 0.50  0.4950
H: 2.24 2.71 0.11  0.4598
H: -1.04 -0.55 4.76  0.5049
H: 2.05 -3.28 -2.33  0.4785
H: 2.48 -1.04 -0.21  0.4617
H: 2.01 1.62 -2.61  0.4681
H: -0.93 -0.31 3.27  0.4742
H: 3.57 3.43 0.17  0.4783
H: 1.15 -4.89 2.20  0.5023
H: 0.76 -2.51 -2.16  0.4612
H: 3.31 0.88 -2.85  0.5053

Results
- ΔE to the lowest compared entry with this formula, charge and spin: 212.3 kcal/mol
- Net charge: +4
- Gap between HOMO and LUMO: 3.81 eV
- LUMO energy: -0.4571 Ha
- Molar mass: 598.10 g mol⁻¹
- E_HOMO: -16.3 eV



Below is a single C3H7NS2 molecule at a distorted geometry, with properties calculated with ωB97M-V/def2-TZVPD.

Last column: natural (NBO) charge in e.
Cartesian coordinates (Å):
S: 2.07 -0.08 1.43  0.1145
S: 0.52 2.41 0.39  -0.1077
N: 0.70 -0.19 0.35  -0.5056
C: 0.06 -1.52 0.38  -0.4135
C: 0.07 0.93 -0.06  0.0876
C: -1.07 0.67 -1.01  -0.6838
H: -1.98 0.55 -0.41  0.2343
H: -1.21 1.58 -1.62  0.2510
H: -0.04 -1.77 1.45  0.2091
H: -0.96 -1.39 -0.03  0.2177
H: 0.62 -2.28 -0.12  0.2139
H: -0.98 -0.12 -1.72  0.2242
H: 2.20 1.21 0.97  0.1582

Results
- ΔE to the lowest compared entry with this formula, charge and spin: 25.2 kcal/mol
- Gap between HOMO and LUMO: 9.16 eV
- Structure (SMILES): CC(=S)N(C)S
- LUMO energy: 0.0272 Ha
- Molar mass: 121.23 g mol⁻¹
- E_HOMO: -8.4 eV



Q: Among the records above, which one has the highest ΔE to the lowest compared entry with this formula, charge and spin?
A: CH14Ba3O10



Q: Look up the ΔE to the lowest compared entry with this formula, charge and spin of the third one.
A: 53.1 kcal/mol